Density functional theory data (ωB97M-V/def2-TZVPD) for one molecule with the formula C5H8NP at a distorted geometry.

```
15
Properties=species:S:1:pos:R:3:nbo_charge:R:1
C -1.49 -0.61 -0.29 -0.26
C -0.49 -0.32 -1.09 -0.20
C -1.75 0.46 0.65 -0.23
C 0.15 0.99 -0.68 -0.53
C -0.73 1.34 0.50 -0.20
N 1.87 -0.83 0.92 -1.16
P 2.04 0.51 -0.20 0.78
H -2.06 -1.48 -0.22 0.21
H -0.01 -0.86 -1.92 0.22
H -2.44 0.47 1.43 0.21
H 0.38 1.71 -1.47 0.26
H -0.74 2.17 1.21 0.21
H 1.06 -1.43 1.21 0.40
H 2.05 -0.47 1.85 0.37
H 2.19 -0.19 -1.35 -0.08
```

The calculation puts the highest occupied orbital energy at -8.53 eV. The value obtained for the LUMO energy is 0.88 eV. The value obtained for the HOMO-LUMO gap is 9.41 eV. Its energy above the lowest of the compared OMol25 structures with the same formula, charge and spin is 104.5 kJ/mol.

=====

Density functional theory data (ωB97M-V/def2-TZVPD) for C5H8NS as an isolated structure at a distorted geometry.

```
15
Properties=species:S:1:pos:R:3:nbo_charge:R:1
C -1.19 0.90 0.03 0.00
C -0.49 -1.10 -0.08 0.25
C -1.47 2.22 0.12 -0.33
C 0.29 -2.32 -0.12 -0.70
C 1.37 0.68 0.10 -0.44
N 0.06 0.14 -0.01 -0.34
S -2.14 -0.62 -0.15 0.48
H -2.53 2.51 0.09 0.26
H -0.67 3.06 0.18 0.27
H 0.31 -2.68 -1.17 0.29
H -0.23 -3.03 0.54 0.28
H 1.28 -2.05 0.20 0.25
H 1.77 1.05 -0.89 0.25
H 2.07 -0.16 0.35 0.24
H 1.58 1.41 0.82 0.25
```

The net charge is +1. The calculation puts the highest occupied orbital energy at -14.53 eV. The value obtained for the LUMO energy is -4.84 eV. The value obtained for the HOMO-LUMO gap is 9.69 eV. Its energy above the lowest of the compared OMol25 structures with the same formula, charge and spin is 131.8 kJ/mol.

=====

Density functional theory data (ωB97M-V/def2-TZVPD) for an isolated ion of composition C5H8NS and charge +1 at a distorted geometry.

```
15
Properties=species:S:1:pos:R:3:nbo_charge:R:1
C 0.19 0.38 -0.05 0.16
C 2.91 -0.54 0.00 -0.38
C -1.00 0.80 -0.08 0.19
C -2.11 1.69 0.01 -0.72
C 0.92 -1.88 -0.06 -0.43
N 1.47 -0.51 -0.05 -0.19
S 3.97 0.75 0.04 0.39
H 3.05 1.73 0.01 0.14
H 3.29 -1.55 0.00 0.25
H -2.70 1.65 -0.90 0.28
H -1.74 2.71 0.15 0.28
H -2.73 1.42 0.86 0.29
H 1.47 -2.52 -0.76 0.24
H -0.12 -1.86 -0.38 0.24
H 0.96 -2.32 0.93 0.25
```

Its expectation value of S² is 2.022. The net charge is +1. The calculation puts the highest occupied orbital energy (alpha / beta) at -11.33 / -14.75 eV. The value obtained for the LUMO energy (alpha / beta) is -3.42 / -8.09 eV. As for the spin multiplicity: 3. The value obtained for the HOMO-LUMO gap (alpha / beta) is 7.91 / 6.66 eV. Its energy above the lowest of the compared OMol25 structures with the same formula, charge and spin is 316.2 kJ/mol.

=====

Density functional theory data (ωB97M-V/def2-TZVPD) for C5H8NS2 as an isolated structure at a distorted geometry.

```
16
Properties=species:S:1:pos:R:3:nbo_charge:R:1
C -3.47 -0.66 0.20 -0.37
C -3.43 0.70 0.23 -0.38
C -1.05 -0.03 0.02 -0.28
C 1.29 1.17 -0.64 -0.45
C 1.42 -1.12 -0.06 -0.46
N 0.65 -0.16 -0.76 -0.28
S -1.97 -1.46 -0.17 0.65
S -1.86 1.44 0.12 0.66
H -4.38 -1.25 0.10 0.28
H -4.26 1.38 0.09 0.28
H 1.84 1.23 0.32 0.21
H 0.40 2.02 -0.73 0.20
H 2.00 1.36 -1.49 0.25
H 1.00 -2.11 -0.37 0.22
H 1.28 -1.09 1.09 0.21
H 2.48 -0.86 -0.38 0.25
```

The net charge is +1. The calculation puts the highest occupied orbital energy at -13.62 eV. The value obtained for the LUMO energy is -5.45 eV. The value obtained for the HOMO-LUMO gap is 8.17 eV. Its energy above the lowest of the compared OMol25 structures with the same formula, charge and spin is 277.3 kJ/mol.

=====

Density functional theory data (ωB97M-V/def2-TZVPD) for C5H8NaO4Tl as an isolated structure at a distorted geometry.

```
19
Properties=species:S:1:pos:R:3:nbo_charge:R:1
C -5.48 -0.35 0.18 -0.65
C -4.08 -0.39 -0.41 0.05
O -3.23 0.51 0.10 -0.99
Tl -1.26 1.74 -0.32 0.78
H -5.66 -1.27 0.76 0.20
H -5.59 0.50 0.87 0.22
H -6.24 -0.29 -0.61 0.20
H -3.69 -1.43 -0.27 0.11
H -4.03 -0.42 -1.72 0.03
O -4.23 0.01 -4.82 -0.65
C -1.22 1.64 -3.54 0.32
C -3.55 -0.54 -3.93 0.43
O -1.14 2.73 -4.11 -0.71
O -1.53 0.62 -4.50 -0.67
C -2.05 -0.60 -4.03 -0.19
Na -3.07 1.30 -6.40 0.94
H -3.95 -1.50 -3.53 0.15
H -1.77 -1.41 -4.71 0.22
H -1.63 -0.84 -3.03 0.22
```

The calculation puts the highest occupied orbital energy at -7.25 eV. The value obtained for the LUMO energy is -1.16 eV. The value obtained for the HOMO-LUMO gap is 6.08 eV.

=====

Density functional theory data (ωB97M-V/def2-TZVPD) for C5H8NiO3 as an isolated structure at a distorted geometry.

```
17
Properties=species:S:1:pos:R:3:nbo_charge:R:1
Ni -0.47 -1.75 -1.94 1.44
O 0.54 -1.41 -0.43 -0.79
O 0.21 0.76 0.08 -0.44
C -0.02 1.24 -1.26 -0.11
C -1.43 0.94 -1.75 -0.11
O -1.71 -0.42 -1.80 -0.81
C 0.23 -0.52 0.38 0.89
H 0.15 2.32 -1.19 0.24
H 0.76 0.80 -1.91 0.19
H -1.53 1.46 -2.72 0.21
H -2.13 1.44 -1.06 0.21
C 0.20 -0.78 1.87 -0.58
C 1.60 -0.80 2.38 -0.23
H -0.38 0.03 2.34 0.26
H -0.30 -1.74 2.03 0.25
H 2.22 -1.68 2.22 0.19
H 2.06 0.11 2.76 0.20
```

Its expectation value of S² is 3.763. The net charge is +1. The calculation puts the highest occupied orbital energy (alpha / beta) at -12.29 / -14.50 eV. The value obtained for the LUMO energy (alpha / beta) is -5.39 / -6.38 eV. As for the spin multiplicity: 4. The value obtained for the HOMO-LUMO gap (alpha / beta) is 6.90 / 8.12 eV. Its energy above the lowest of the compared OMol25 structures with the same formula, charge and spin is 23.1 kJ/mol.

=====

Density functional theory data (ωB97M-V/def2-TZVPD) for one molecule with the formula C5H8O.

```
14
Properties=species:S:1:pos:R:3:nbo_charge:R:1
O -0.51 2.42 0.60 -0.53
C -0.28 1.30 0.21 0.61
C -1.30 0.16 0.13 -0.53
C -0.48 -1.09 -0.22 -0.40
C 0.96 -0.72 0.19 -0.39
C 1.07 0.75 -0.23 -0.52
H -1.82 0.08 1.09 0.24
H -2.07 0.41 -0.62 0.24
H -0.85 -1.99 0.26 0.22
H -0.51 -1.27 -1.31 0.20
H 1.71 -1.37 -0.26 0.22
H 1.06 -0.80 1.28 0.20
H 1.90 1.31 0.19 0.24
H 1.11 0.82 -1.33 0.23
```

The calculation puts the highest occupied orbital energy at -9.40 eV. The value obtained for the LUMO energy is 1.00 eV. The value obtained for the HOMO-LUMO gap is 10.40 eV. Its energy above the lowest of the compared OMol25 structures with the same formula, charge and spin is 2.7 kJ/mol.

=====

Density functional theory data (ωB97M-V/def2-TZVPD) for one molecule with the formula C5H8O.

```
14
Properties=species:S:1:pos:R:3:nbo_charge:R:1
O 1.16 -2.04 -0.74 -0.53
C 0.63 -0.96 -0.64 0.61
C 1.26 0.34 -0.11 -0.53
C 0.08 1.04 0.62 -0.40
C -0.99 -0.06 0.64 -0.39
C -0.85 -0.66 -0.77 -0.52
H 2.11 0.12 0.54 0.23
H 1.63 0.91 -0.97 0.23
H 0.35 1.39 1.62 0.22
H -0.28 1.91 0.05 0.20
H -2.00 0.24 0.95 0.22
H -0.65 -0.84 1.35 0.20
H -1.47 -1.52 -1.01 0.23
H -1.00 0.14 -1.52 0.21
```

The calculation puts the highest occupied orbital energy at -9.39 eV. The value obtained for the LUMO energy is 1.00 eV. The value obtained for the HOMO-LUMO gap is 10.39 eV. Its energy above the lowest of the compared OMol25 structures with the same formula, charge and spin is 26.9 kJ/mol.

=====

Density functional theory data (ωB97M-V/def2-TZVPD) for one molecule with the formula C5H8O.

```
14
Properties=species:S:1:pos:R:3:nbo_charge:R:1
C 1.26 0.82 1.55 -0.72
C 0.13 0.00 0.96 0.60
O -0.41 -0.89 1.59 -0.56
C -0.25 0.29 -0.45 -0.36
C -0.12 -0.88 -1.40 -0.39
C -1.47 -0.38 -1.01 -0.40
H 2.03 1.03 0.79 0.22
H 0.88 1.77 1.92 0.24
H 1.70 0.27 2.39 0.24
H 0.04 1.27 -0.84 0.22
H 0.22 -1.82 -0.97 0.23
H 0.24 -0.68 -2.41 0.22
H -2.05 0.16 -1.74 0.22
H -2.04 -0.98 -0.30 0.24
```

The calculation puts the highest occupied orbital energy at -9.65 eV. The value obtained for the LUMO energy is 1.09 eV. The value obtained for the HOMO-LUMO gap is 10.74 eV. Its energy above the lowest of the compared OMol25 structures with the same formula, charge and spin is 80.5 kJ/mol.

=====

Density functional theory data (ωB97M-V/def2-TZVPD) for one molecule with the formula C5H8O.

```
14
Properties=species:S:1:pos:R:3:nbo_charge:R:1
C 0.11 -0.79 1.28 -0.41
C 0.75 0.56 1.17 -0.41
C 0.00 -0.02 0.01 -0.12
C 0.49 -0.37 -1.38 -0.04
O -0.55 0.43 -1.97 -0.53
C -1.20 0.60 -0.69 -0.04
H 0.76 -1.66 1.27 0.22
H -0.78 -0.90 1.90 0.22
H 0.28 1.39 1.70 0.21
H 1.84 0.62 1.13 0.22
H 1.49 -0.06 -1.69 0.18
H 0.34 -1.44 -1.63 0.17
H -1.42 1.65 -0.47 0.18
H -2.12 0.00 -0.63 0.17
```

The calculation puts the highest occupied orbital energy at -9.50 eV. The value obtained for the LUMO energy is 1.07 eV. The value obtained for the HOMO-LUMO gap is 10.57 eV. Its energy above the lowest of the compared OMol25 structures with the same formula, charge and spin is 218.8 kJ/mol.

=====

Density functional theory data (ωB97M-V/def2-TZVPD) for one molecule with the formula C5H8O.

```
14
Properties=species:S:1:pos:R:3:nbo_charge:R:1
O -0.97 1.18 1.79 -0.67
C -0.52 1.69 0.65 0.28
C 0.75 0.92 0.31 -0.60
C 0.25 -0.24 -0.53 0.03
C -0.01 -1.53 0.22 -0.65
C 0.01 -0.10 -1.83 -0.39
H -1.81 1.61 1.98 0.50
H 1.28 0.56 1.21 0.21
H 1.41 1.57 -0.27 0.23
H 0.91 -2.11 0.32 0.22
H -0.75 -2.15 -0.30 0.22
H -0.38 -1.32 1.23 0.22
H 0.22 0.84 -2.34 0.20
H -0.39 -0.92 -2.43 0.20
```

The calculation puts the highest occupied orbital energy at -8.58 eV. The value obtained for the LUMO energy is 0.89 eV. The value obtained for the HOMO-LUMO gap is 9.47 eV. Its energy above the lowest of the compared OMol25 structures with the same formula, charge and spin is 305.7 kJ/mol.

=====

Density functional theory data (ωB97M-V/def2-TZVPD) for one molecule with the formula C5H8O at a distorted geometry.

```
14
Properties=species:S:1:pos:R:3:nbo_charge:R:1
C 0.58 -1.57 1.80 -0.26
O 0.89 -0.20 1.77 -0.52
C 0.96 0.36 0.48 -0.09
C -0.27 0.27 -0.37 -0.39
C -0.83 1.07 -1.24 0.19
C -1.62 1.55 -2.15 -0.58
H 1.28 -2.17 1.20 0.16
H 0.64 -1.90 2.84 0.19
H -0.44 -1.75 1.42 0.18
H 1.28 1.39 0.63 0.20
H 1.71 -0.17 -0.12 0.17
H -1.49 1.39 -3.21 0.23
H -2.42 2.16 -1.78 0.24
H -0.28 -0.44 -1.26 0.28
```

The calculation puts the highest occupied orbital energy at -8.51 eV. The value obtained for the LUMO energy is 0.78 eV. The value obtained for the HOMO-LUMO gap is 9.29 eV. Its energy above the lowest of the compared OMol25 structures with the same formula, charge and spin is 410.2 kJ/mol.

=====

Density functional theory data (ωB97M-V/def2-TZVPD) for one molecule with the formula C5H8O at a distorted geometry.

```
14
Properties=species:S:1:pos:R:3:nbo_charge:R:1
C 1.25 0.49 -0.74 -0.42
C 0.66 0.35 0.63 -0.27
C -0.75 0.91 0.75 -0.07
O -1.49 0.35 -0.33 -0.52
C -0.98 -0.96 -0.47 -0.07
C 0.53 -0.79 -0.36 -0.25
H 0.83 1.22 -1.42 0.22
H 2.34 0.41 -0.79 0.22
H 1.27 0.27 1.52 0.22
H -0.81 2.00 0.69 0.19
H -1.21 0.59 1.70 0.17
H -1.47 -1.50 -1.28 0.20
H -1.27 -1.64 0.37 0.15
H 1.11 -1.70 -0.26 0.22
```

The calculation puts the highest occupied orbital energy at -9.75 eV. The value obtained for the LUMO energy is 1.14 eV. The value obtained for the HOMO-LUMO gap is 10.89 eV. Its energy above the lowest of the compared OMol25 structures with the same formula, charge and spin is 150.3 kJ/mol.

=====

Density functional theory data (ωB97M-V/def2-TZVPD) for a 2-piece molecular cluster, C5H8O overall at a distorted geometry.

```
14
Properties=species:S:1:pos:R:3:nbo_charge:R:1
C -0.51 -0.88 -1.76 -0.60
C -0.49 -0.18 0.65 -0.17
C -0.92 0.98 1.14 -0.41
C 2.22 1.47 1.92 0.51
O 2.62 0.47 2.27 -0.51
C 0.33 -0.32 -0.61 -0.45
H -1.31 -0.18 -2.02 0.21
H 0.09 -1.06 -2.65 0.21
H -0.98 -1.83 -1.48 0.20
H -0.76 -1.11 1.15 0.19
H -1.54 1.03 2.04 0.20
H -0.68 1.93 0.66 0.19
H 1.18 -0.99 -0.42 0.21
H 0.75 0.65 -0.89 0.20
```

The calculation puts the highest occupied orbital energy at -9.70 eV. The value obtained for the LUMO energy is 1.20 eV. The value obtained for the HOMO-LUMO gap is 10.90 eV. Its energy above the lowest of the compared OMol25 structures with the same formula, charge and spin is 101.9 kJ/mol.

=====

Density functional theory data (ωB97M-V/def2-TZVPD) for C5H8O as an isolated structure.

```
14
Properties=species:S:1:pos:R:3:nbo_charge:R:1
C -1.79 0.35 0.18 -0.63
C -0.31 0.21 0.00 0.17
C 0.65 -0.53 0.90 -0.46
C 1.63 -0.60 -0.27 0.00
C 0.56 1.08 -0.82 -0.24
O 0.12 -0.39 -1.27 -0.49
H -2.00 1.05 1.00 0.22
H -2.26 -0.61 0.41 0.22
H -2.23 0.75 -0.73 0.23
H 1.00 0.05 1.76 0.22
H 0.30 -1.52 1.22 0.21
H 2.55 -0.03 -0.22 0.22
H 1.79 -1.59 -0.70 0.19
H -0.01 1.77 -1.46 0.16
```

The calculation puts the highest occupied orbital energy at -7.49 eV. The value obtained for the LUMO energy is 0.64 eV. The value obtained for the HOMO-LUMO gap is 8.14 eV. Its energy above the lowest of the compared OMol25 structures with the same formula, charge and spin is 629.8 kJ/mol.

=====

Density functional theory data (ωB97M-V/def2-TZVPD) for a 2-piece molecular cluster, C5H8O overall at a distorted geometry.

```
14
Properties=species:S:1:pos:R:3:nbo_charge:R:1
C -0.37 1.13 1.72 -0.64
C -0.37 0.02 0.71 -0.19
C -0.36 0.21 -0.60 -0.19
C -0.52 -0.88 -1.62 -0.65
C 2.30 -1.20 -0.18 0.51
O 2.94 -0.29 -0.42 -0.51
H 0.45 1.02 2.45 0.21
H -0.26 2.10 1.22 0.21
H -1.31 1.14 2.28 0.22
H -0.41 -1.00 1.10 0.19
H -1.57 -0.84 -1.95 0.22
H -0.32 1.22 -0.99 0.19
H -0.33 -1.88 -1.21 0.22
H 0.11 -0.74 -2.51 0.21
```

The calculation puts the highest occupied orbital energy at -9.18 eV. The value obtained for the LUMO energy is 1.21 eV. The value obtained for the HOMO-LUMO gap is 10.39 eV. Its energy above the lowest of the compared OMol25 structures with the same formula, charge and spin is 96.3 kJ/mol.

=====

Density functional theory data (ωB97M-V/def2-TZVPD) for one molecule with the formula C5H8O at a distorted geometry.

```
14
Properties=species:S:1:pos:R:3:nbo_charge:R:1
C 1.46 0.93 -0.54 -0.41
C 0.78 -0.03 -1.46 -0.42
C 0.57 -0.16 0.02 -0.26
C -0.79 0.02 0.63 0.04
C -1.42 -1.03 1.44 -0.11
O -0.79 0.09 2.04 -0.48
H 1.13 1.97 -0.52 0.22
H 2.54 0.82 -0.40 0.22
H 1.37 -0.79 -1.97 0.22
H -0.06 0.36 -2.04 0.21
H 1.12 -0.95 0.53 0.22
H -1.64 0.43 0.08 0.19
H -2.50 -1.01 1.62 0.18
H -0.96 -2.01 1.40 0.17
```

The calculation puts the highest occupied orbital energy at -9.84 eV. The value obtained for the LUMO energy is 1.20 eV. The value obtained for the HOMO-LUMO gap is 11.04 eV. Its energy above the lowest of the compared OMol25 structures with the same formula, charge and spin is 254.5 kJ/mol.